1.
{"formula": "C6H17N2", "method": "ωB97M-V/def2-TZVPD", "species": ["N", "C", "C", "C", "C", "C", "N", "C", "H", "H", "H", "H", "H", "H", "H", "H", "H", "H", "H", "H", "H", "H", "H", "H", "H"], "coordinates": [[-3.986, -0.884, -1.911], [-0.106, 0.025, -0.064], [0.965, 0.448, -0.928], [2.286, -0.467, -0.855], [3.429, 0.323, -1.495], [-0.588, 0.877, 1.054], [-0.297, 0.533, 2.474], [-1.073, -0.554, 3.019], [-3.123, -0.673, -1.458], [-4.852, -0.638, -1.478], [-4.006, -1.092, -2.898], [-0.846, -0.633, -0.527], [1.283, 1.484, -0.705], [0.745, 0.585, -1.998], [2.407, -0.524, 0.235], [1.937, -1.340, -1.407], [3.663, 1.122, -0.797], [3.047, 0.689, -2.458], [4.252, -0.262, -1.897], [-1.670, 1.099, 1.036], [-0.223, 1.908, 0.914], [0.710, 0.477, 2.659], [-2.098, -0.209, 3.205], [-1.118, -1.378, 2.286], [-0.738, -0.915, 3.994]], "forces_ev_per_angstrom": [[-0.1, -0.4, -0.2], [-0.1, 1.2, -3.2], [-0.9, 2.5, 0.6], [0.3, -0.3, 0.2], [-1.5, 0.1, -0.9], [-0.6, 2.7, 2.1], [0.6, -2.7, -2.0], [-0.6, 0.5, 1.3], [-0.1, 0.1, -0.1], [0.0, 0.2, 0.1], [0.2, 0.2, 0.3], [0.4, -0.8, 0.7], [0.1, -0.5, 0.7], [-0.6, -1.2, 0.0], [0.5, -1.0, -0.5], [0.7, -0.4, 0.6], [0.6, 0.1, -0.4], [0.0, 0.6, 0.3], [0.3, -0.4, 1.0], [0.0, -1.0, -0.4], [0.6, -0.4, 0.0], [-0.1, 0.7, 0.7], [-0.2, 0.0, -0.4], [0.0, 0.1, 0.0], [0.5, 0.2, -0.3]], "lowdin_charge": [0.08, 0.17, -0.15, -0.14, -0.05, -0.09, 0.17, 0.02, -0.04, 0.03, 0.04, 0.15, 0.14, 0.17, 0.11, 0.13, 0.10, 0.10, 0.11, 0.17, 0.16, 0.19, 0.14, 0.15, 0.13], "s2": 0.769, "e_tot_ev": -9454.124, "homo_ev": [-15.212, -15.338], "charge": 2, "gap_ev": [3.105, 2.589], "spin_multiplicity": 2, "de_lowest_kj_mol": 511.1}

***

2.
{"formula": "C46H47O2P2S7Yb", "method": "ωB97M-V/def2-TZVPD", "species": ["Yb", "C", "C", "S", "C", "C", "S", "C", "C", "S", "C", "C", "S", "H", "H", "H", "H", "H", "H", "H", "H", "H", "H", "H", "H", "H", "H", "H", "H", "O", "S", "C", "C", "C", "C", "C", "C", "P", "C", "C", "C", "C", "C", "C", "C", "C", "C", "C", "C", "C", "C", "C", "C", "C", "C", "C", "P", "C", "C", "C", "C", "C", "C", "C", "C", "C", "C", "C", "C", "H", "H", "H", "H", "H", "H", "H", "H", "H", "H", "H", "H", "H", "H", "H", "H", "H", "H", "H", "H", "H", "H", "H", "H", "H", "H", "H", "H", "C", "O", "C", "S", "S", "H", "H", "H"], "coordinates": [[-0.103, 0.406, 0.366], [-2.730, -2.757, -0.440], [-3.141, -2.529, 1.010], [-2.933, -0.794, 1.431], [-2.934, -0.880, 3.226], [-2.253, 0.350, 3.806], [-0.536, 0.623, 3.337], [0.402, -0.655, 4.192], [0.419, -2.039, 3.549], [0.966, -1.951, 1.833], [0.254, -3.468, 1.146], [0.047, -3.365, -0.359], [-1.118, -2.114, -0.927], [-3.429, -2.259, -1.112], [-2.747, -3.820, -0.683], [-2.557, -3.139, 1.697], [-4.190, -2.801, 1.130], [-2.437, -1.796, 3.539], [-3.963, -0.919, 3.582], [-2.286, 0.325, 4.895], [-2.753, 1.264, 3.479], [0.017, -0.725, 5.210], [1.416, -0.254, 4.254], [-0.564, -2.504, 3.570], [1.112, -2.680, 4.093], [-0.676, -3.676, 1.667], [0.945, -4.285, 1.351], [-0.280, -4.327, -0.755], [0.979, -3.102, -0.860], [1.366, -0.596, -0.948], [1.731, 0.651, -1.818], [3.438, 0.986, -1.629], [4.377, 0.909, -2.649], [5.657, 1.383, -2.410], [5.976, 1.941, -1.181], [5.026, 2.018, -0.170], [3.735, 1.561, -0.383], [2.512, 1.614, 0.996], [2.384, 3.359, 1.474], [1.725, 3.678, 2.665], [1.552, 5.002, 3.039], [2.009, 6.021, 2.209], [2.634, 5.712, 1.012], [2.824, 4.385, 0.642], [3.512, 0.790, 2.295], [3.880, 1.411, 3.487], [4.669, 0.733, 4.412], [5.106, -0.556, 4.148], [4.760, -1.173, 2.950], [3.968, -0.504, 2.030], [1.342, 0.235, -3.478], [2.025, -0.731, -4.202], [1.577, -1.038, -5.479], [0.460, -0.393, -5.994], [-0.247, 0.538, -5.237], [0.177, 0.866, -3.959], [-0.788, 1.800, -2.703], [-2.363, 2.338, -3.431], [-3.195, 1.332, -3.931], [-4.475, 1.629, -4.374], [-4.944, 2.934, -4.299], [-4.135, 3.931, -3.771], [-2.849, 3.639, -3.333], [-1.664, 2.117, 0.359], [-2.940, 1.979, -0.207], [-3.990, 2.845, 0.063], [-3.795, 3.913, 0.936], [-2.544, 4.105, 1.508], [-1.507, 3.223, 1.205], [4.121, 0.517, -3.621], [6.403, 1.330, -3.193], [6.973, 2.328, -1.009], [5.294, 2.443, 0.792], [1.341, 2.895, 3.309], [1.055, 5.240, 3.971], [1.868, 7.055, 2.495], [2.977, 6.503, 0.358], [3.294, 4.160, -0.307], [3.568, 2.424, 3.700], [4.955, 1.226, 5.333], [5.728, -1.075, 4.867], [5.119, -2.170, 2.729], [3.721, -0.985, 1.091], [2.877, -1.248, -3.779], [2.100, -1.778, -6.070], [0.120, -0.632, -6.995], [-1.137, 1.001, -5.647], [-2.849, 0.303, -3.970], [-5.107, 0.843, -4.767], [-5.940, 3.172, -4.651], [-4.505, 4.945, -3.693], [-2.239, 4.427, -2.912], [-3.145, 1.153, -0.887], [-4.958, 2.690, -0.403], [-4.610, 4.590, 1.161], [-2.372, 4.941, 2.176], [-0.539, 3.426, 1.655], [-0.069, 3.745, -5.536], [1.254, 3.488, -5.017], [1.583, 3.712, -3.759], [3.110, 4.049, -3.323], [0.385, 3.590, -2.432], [-0.076, 4.758, -5.934], [-0.829, 3.639, -4.770], [-0.224, 3.031, -6.338]], "forces_ev_per_angstrom": [[-1.1, -0.7, 0.7], [-0.1, -0.1, 0.1], [0.0, -0.1, 0.0], [0.2, 0.2, -0.2], [0.0, 0.1, 0.1], [-0.1, 0.0, 0.0], [0.4, 0.4, -0.4], [0.0, -0.2, 0.0], [0.0, 0.0, 0.1], [0.1, 0.2, -0.3], [0.1, -0.1, -0.1], [0.1, 0.0, 0.1], [0.1, 0.3, -0.3], [0.0, 0.0, 0.0], [-0.1, 0.0, 0.0], [0.0, 0.0, 0.0], [0.0, -0.1, 0.0], [0.0, 0.0, 0.0], [0.0, 0.0, 0.0], [0.0, 0.0, 0.0], [0.0, 0.0, 0.0], [0.1, 0.0, 0.0], [0.0, 0.0, 0.0], [0.0, 0.0, 0.0], [0.0, 0.0, 0.1], [0.0, 0.0, 0.0], [0.0, 0.0, 0.0], [0.0, 0.0, 0.0], [0.0, 0.0, 0.0], [0.6, 0.1, -0.7], [-0.3, -0.5, 0.3], [0.2, 0.2, 0.0], [0.0, 0.0, 0.2], [0.0, 0.0, 0.0], [0.0, 0.0, 0.0], [0.1, 0.0, 0.0], [-0.1, -0.2, -0.1], [0.2, 0.2, 0.3], [0.0, 0.1, -0.1], [0.0, 0.1, 0.0], [0.0, 0.0, -0.1], [0.0, 0.0, 0.1], [0.0, 0.0, -0.1], [0.0, 0.0, -0.1], [0.1, 0.1, 0.0], [0.0, -0.1, 0.1], [-0.1, 0.0, 0.0], [0.0, 0.0, 0.0], [0.0, 0.1, 0.0], [0.0, 0.0, 0.0], [0.0, 0.0, -0.2], [-0.1, 0.0, -0.1], [0.0, 0.0, 0.0], [0.0, 0.0, 0.0], [0.0, -0.1, -0.1], [0.2, -0.1, 0.1], [0.2, 0.4, 0.1], [-0.1, -0.4, -0.2], [0.0, -0.1, 0.0], [0.0, 0.0, 0.0], [0.0, 0.0, 0.0], [0.0, 0.0, 0.0], [-0.1, 0.0, 0.0], [0.0, 0.2, 0.2], [-0.1, 0.0, -0.1], [0.0, 0.1, 0.1], [0.0, -0.1, 0.0], [0.0, 0.0, -0.1], [0.0, 0.2, 0.1], [0.0, 0.0, 0.0], [0.0, 0.0, 0.0], [0.0, 0.0, 0.0], [0.0, 0.0, 0.0], [0.0, 0.0, 0.0], [0.0, 0.0, 0.0], [0.0, 0.0, 0.0], [0.0, 0.0, 0.0], [0.0, 0.0, 0.0], [0.0, 0.0, 0.0], [0.0, 0.0, 0.0], [0.0, 0.0, 0.0], [0.0, 0.0, 0.0], [0.0, 0.0, 0.0], [0.0, 0.0, 0.0], [0.0, 0.0, 0.0], [0.0, 0.0, 0.0], [0.0, -0.1, 0.0], [0.0, 0.0, 0.0], [0.0, 0.0, 0.0], [0.0, 0.0, 0.0], [0.0, 0.0, 0.0], [0.0, 0.0, 0.0], [0.0, 0.0, 0.0], [0.1, 0.0, 0.0], [0.0, 0.0, 0.0], [0.0, 0.0, 0.0], [0.0, 0.0, 0.1], [0.2, 0.2, 0.0], [-0.1, 0.1, 0.1], [0.0, -0.3, -0.1], [0.0, 0.1, -0.1], [-0.3, 0.0, 0.1], [0.0, 0.0, 0.0], [0.0, 0.0, -0.1], [0.0, 0.0, 0.0]], "lowdin_charge": [1.21, -0.50, -0.50, 0.89, -0.48, -0.48, 0.83, -0.49, -0.47, 0.86, -0.47, -0.50, 0.83, 0.08, 0.10, 0.06, 0.10, 0.06, 0.10, 0.10, 0.08, 0.10, 0.07, 0.06, 0.10, 0.06, 0.10, 0.10, 0.07, -0.71, 0.88, -0.39, -0.07, -0.04, -0.02, -0.06, -0.36, 1.05, -0.37, -0.15, -0.06, -0.05, -0.05, -0.08, -0.37, -0.08, -0.06, -0.06, -0.06, -0.14, -0.38, -0.05, -0.03, -0.02, -0.07, -0.39, 0.82, -0.45, -0.12, -0.06, -0.06, -0.05, -0.12, -0.40, -0.26, -0.09, -0.08, -0.08, -0.18, 0.10, 0.13, 0.12, 0.13, 0.08, 0.12, 0.12, 0.12, 0.07, 0.10, 0.12, 0.11, 0.11, 0.09, 0.12, 0.12, 0.12, 0.11, 0.11, 0.11, 0.11, 0.12, 0.09, 0.06, 0.11, 0.11, 0.11, 0.05, -0.03, -0.18, -1.19, 0.76, 0.68, 0.11, 0.03, 0.10], "s2": 0.751, "e_tot_ev": -178502.092, "homo_ev": [-12.548, -12.557], "charge": 2, "gap_ev": [7.303, 7.295], "spin_multiplicity": 2}

***

3.
{"formula": "C9H23N6", "method": "ωB97M-V/def2-TZVPD", "species": ["C", "C", "C", "C", "C", "C", "C", "C", "C", "N", "N", "N", "N", "N", "N", "H", "H", "H", "H", "H", "H", "H", "H", "H", "H", "H", "H", "H", "H", "H", "H", "H", "H", "H", "H", "H", "H", "H"], "coordinates": [[-3.961, -0.692, -0.139], [6.181, 0.231, -0.365], [4.643, 0.340, -0.766], [3.656, 0.261, 0.385], [2.225, 0.589, -0.263], [1.254, 0.496, 0.912], [-0.245, 0.396, 0.393], [-0.606, -1.036, -0.045], [-1.706, -0.983, -1.133], [-4.751, 0.444, 0.000], [-4.115, 1.433, -0.584], [-3.003, 1.091, -0.969], [-2.871, -0.231, -0.765], [-4.352, -1.969, 0.089], [-7.137, 1.020, 0.511], [6.455, 1.109, 0.413], [6.406, -0.640, 0.142], [6.782, 0.552, -1.304], [4.529, -0.452, -1.380], [4.378, 1.313, -1.377], [3.791, -0.625, 0.847], [3.997, 1.124, 0.973], [2.093, 1.503, -0.680], [2.164, -0.239, -0.942], [1.605, -0.181, 1.638], [1.410, 1.392, 1.501], [-0.478, 1.147, -0.317], [-0.796, 0.752, 1.185], [-1.026, -1.583, 0.706], [0.126, -1.448, -0.606], [-1.958, -1.935, -1.440], [-1.203, -0.606, -1.945], [-6.985, 1.731, -0.212], [-5.256, -2.149, 0.435], [-3.671, -2.563, 0.495], [-5.838, 0.527, 0.076], [-8.139, 1.104, 0.596], [-6.854, 1.608, 1.293]], "forces_ev_per_angstrom": [[-1.5, 0.7, -0.6], [-0.8, 6.0, -0.8], [1.8, 3.3, 0.9], [0.0, 5.4, -3.5], [1.8, -4.2, 4.3], [-1.3, 1.3, -2.0], [2.8, -1.5, 0.9], [-2.8, 4.1, -1.2], [0.9, 0.6, 2.1], [-0.8, -2.5, 1.7], [-9.6, 4.4, 1.0], [11.0, -1.7, -2.2], [-0.3, -1.9, -0.5], [1.4, 1.9, -0.4], [-0.7, 2.2, 0.0], [-0.7, -1.8, -1.6], [0.7, -2.1, 0.4], [-0.6, -1.3, 1.7], [-0.8, -2.6, -2.4], [1.0, -1.8, 1.1], [-0.3, -2.9, 1.9], [-0.5, -0.4, 0.7], [0.3, 2.7, -1.7], [-0.8, -0.2, -0.8], [-0.3, -1.9, 0.5], [-0.4, 0.8, -0.1], [0.4, 0.5, -1.4], [-1.9, 0.2, 2.1], [-0.2, -1.9, 2.5], [2.9, -1.8, -0.9], [-1.1, -2.2, -0.4], [0.4, 1.7, -2.1], [-0.1, 0.0, -0.5], [-1.2, 0.2, 0.6], [0.9, -0.9, -0.2], [0.8, -1.0, 0.4], [-0.7, -0.9, -0.1], [0.3, -0.4, 0.6]], "lowdin_charge": [-0.21, -0.10, -0.29, -0.20, -0.17, -0.18, -0.16, -0.11, -0.10, 0.08, 0.01, 0.08, -0.01, 0.27, 0.04, 0.11, 0.02, 0.09, 0.05, 0.15, 0.08, 0.12, 0.08, 0.10, 0.09, 0.11, 0.09, 0.07, 0.08, 0.08, 0.11, 0.12, 0.07, 0.12, 0.13, 0.04, 0.08, 0.08], "s2": 2.012, "e_tot_ev": -18631.702, "homo_ev": [-9.685, -12.241], "charge": 1, "gap_ev": [6.727, 4.739], "spin_multiplicity": 3}

***

4.
{"formula": "C28H36N7OTc", "method": "ωB97M-V/def2-TZVPD", "species": ["Tc", "C", "C", "C", "C", "C", "C", "C", "C", "C", "C", "N", "C", "C", "C", "C", "C", "N", "H", "H", "H", "H", "H", "H", "H", "H", "H", "H", "H", "H", "H", "H", "H", "H", "H", "C", "C", "N", "C", "N", "C", "C", "C", "N", "C", "H", "H", "H", "H", "H", "H", "H", "H", "H", "H", "H", "H", "H", "N", "C", "O", "C", "C", "C", "N", "C", "C", "H", "H", "H", "H", "H", "H"], "coordinates": [[-0.203, 0.362, 0.444], [-2.091, 1.825, 1.328], [-2.625, 0.747, 0.373], [-3.167, -0.510, 0.999], [-4.523, -0.761, 0.907], [-5.058, -1.868, 1.536], [-4.212, -2.719, 2.220], [-2.838, -2.496, 2.324], [-2.014, -3.559, 3.038], [-2.066, -3.439, 4.566], [-2.335, -1.348, 1.730], [-0.962, -0.939, 1.772], [-0.105, -1.248, 2.776], [1.126, -0.663, 2.763], [2.214, -0.685, 3.661], [3.137, 0.224, 3.179], [2.589, 0.780, 2.014], [1.374, 0.256, 1.742], [-2.015, 2.801, 0.855], [-1.102, 1.633, 1.830], [-2.738, 1.889, 2.204], [-1.918, 0.536, -0.507], [-3.413, 1.207, -0.226], [-5.172, -0.088, 0.355], [-6.119, -2.072, 1.477], [-4.619, -3.616, 2.679], [-0.987, -3.577, 2.669], [-2.424, -4.530, 2.766], [-1.757, -2.454, 4.938], [-1.439, -4.198, 5.035], [-3.090, -3.586, 4.913], [-0.409, -1.890, 3.594], [2.285, -1.294, 4.556], [4.098, 0.483, 3.601], [3.044, 1.548, 1.397], [4.008, -1.130, -2.856], [3.758, 0.121, -2.045], [2.479, -0.034, -1.327], [1.487, -0.821, -1.716], [0.332, -0.861, -0.907], [-0.706, -1.928, -1.154], [-0.196, -3.031, -2.057], [0.464, -2.410, -3.266], [1.570, -1.531, -2.819], [2.779, -1.447, -3.683], [4.238, -1.967, -2.193], [4.863, -0.985, -3.513], [3.713, 1.005, -2.680], [4.541, 0.270, -1.306], [2.342, 0.463, -0.465], [-1.587, -1.468, -1.599], [-0.995, -2.332, -0.185], [-1.039, -3.652, -2.355], [0.515, -3.666, -1.528], [-0.247, -1.835, -3.862], [0.893, -3.170, -3.912], [2.608, -0.692, -4.453], [2.887, -2.407, -4.180], [0.963, 6.378, -3.440], [1.010, 6.133, -2.114], [1.186, 6.959, -1.251], [0.798, 4.696, -1.652], [1.179, 4.429, -0.340], [0.955, 3.184, 0.188], [0.361, 2.188, -0.520], [-0.017, 2.456, -1.789], [0.193, 3.678, -2.385], [1.105, 7.329, -3.745], [0.931, 5.662, -4.142], [1.619, 5.222, 0.253], [1.216, 2.966, 1.214], [-0.513, 1.658, -2.329], [-0.157, 3.826, -3.398]], "forces_ev_per_angstrom": [[-0.4, 0.4, 0.4], [0.1, 0.0, 0.1], [0.2, 0.0, -0.3], [-0.6, 0.8, -0.6], [0.2, 0.4, -0.2], [-0.1, -0.3, 0.2], [0.1, -0.4, 0.2], [-0.2, -1.1, 0.7], [-0.2, 0.2, -0.1], [0.0, 0.1, 0.1], [1.4, 0.3, 0.4], [-0.3, -0.4, 0.0], [-1.0, -0.6, 0.3], [0.1, 0.2, -0.2], [0.8, 0.1, 0.4], [0.0, -0.7, 0.8], [-1.0, 0.0, -0.7], [1.0, 0.6, -0.3], [0.0, 0.0, 0.0], [-0.1, 0.1, 0.0], [-0.1, 0.0, -0.1], [0.0, -0.1, 0.1], [0.0, 0.1, 0.0], [0.1, 0.0, 0.0], [0.0, 0.0, 0.0], [0.0, 0.1, 0.0], [0.0, 0.0, 0.0], [-0.1, 0.0, -0.1], [0.0, -0.1, -0.1], [0.0, 0.0, 0.0], [0.0, 0.0, 0.0], [0.0, 0.1, -0.1], [0.0, 0.1, -0.1], [-0.1, -0.1, 0.0], [-0.1, -0.1, 0.0], [-0.1, -0.1, 0.0], [-0.1, -0.1, 0.0], [0.2, 0.2, 0.0], [-0.6, -0.2, 0.3], [0.0, -0.2, -0.4], [0.5, 0.0, -0.1], [0.1, 0.1, 0.0], [0.1, 0.1, 0.1], [0.0, -0.2, -0.4], [-0.1, 0.0, 0.1], [0.0, 0.0, 0.0], [0.0, 0.0, 0.0], [0.0, 0.1, 0.0], [0.0, 0.0, 0.0], [0.0, 0.0, 0.0], [-0.1, 0.1, -0.1], [0.1, 0.0, -0.1], [0.0, 0.0, 0.0], [0.0, 0.0, 0.0], [0.0, 0.1, 0.0], [0.1, 0.0, 0.0], [0.0, 0.0, 0.0], [0.0, 0.0, 0.0], [0.0, 0.0, 0.2], [0.0, -0.1, -0.2], [0.0, 0.1, -0.1], [0.0, -0.1, -0.1], [0.0, 0.2, 0.0], [-0.2, -0.4, -0.3], [0.2, 0.4, -0.2], [0.1, -0.1, 0.4], [0.1, 0.3, 0.0], [0.0, 0.0, 0.0], [0.0, 0.0, 0.0], [0.0, 0.0, 0.0], [0.0, 0.0, 0.0], [0.0, 0.0, 0.0], [0.0, 0.0, 0.0]], "lowdin_charge": [1.41, -0.07, -0.21, -0.18, 0.01, 0.01, 0.02, -0.13, -0.20, -0.07, -0.17, -0.03, 0.02, -0.25, 0.07, 0.02, -0.06, -0.08, 0.10, 0.06, 0.13, 0.08, 0.15, 0.14, 0.14, 0.14, 0.10, 0.13, 0.08, 0.09, 0.09, 0.12, 0.15, 0.14, 0.13, -0.13, -0.12, 0.11, -0.30, -0.10, -0.17, -0.13, -0.09, 0.01, -0.08, 0.14, 0.14, 0.13, 0.13, 0.08, 0.12, 0.10, 0.14, 0.14, 0.14, 0.14, 0.15, 0.14, 0.21, -0.48, 0.11, -0.06, 0.04, -0.10, -0.12, -0.11, 0.03, 0.14, 0.11, 0.14, 0.11, 0.12, 0.13], "s2": 1.181, "e_tot_ev": -44272.120, "homo_ev": [-17.057, -17.053], "charge": 3, "gap_ev": [6.434, 5.260], "spin_multiplicity": 2}

***

> What is the charge in the third record?

+1

***

> Look up the charge of the second one.

+2

***

> Look up the charge of the first one.

+2